No. 1
{
  "formula": "C20H34ClIrO3P",
  "method": "ωB97M-V/def2-TZVPD",
  "spin_multiplicity": 6,
  "total_charge": 2,
  "largest_force_ev_per_a": 6.9,
  "lumo_ev": [-6.063, -11.353],
  "de_lowest_kcal_mol": 0.0,
  "total_energy_ev": -52061.5687,
  "symbols": ["H", "C", "H", "H", "C", "H", "C", "H", "C", "C", "H", "C", "H", "C", "C", "O", "H", "H", "H", "C", "H", "O", "H", "H", "H", "H", "H", "H", "H", "H", "C", "O", "C", "C", "H", "P", "C", "C", "H", "C", "H", "H", "C", "C", "H", "H", "H", "C", "C", "H", "H", "C", "H", "Ir", "H", "H", "H", "H", "H", "Cl"],
  "xyz": [[-2.785841, -6.649101, 0.980901], [1.556937, 3.982611, 0.286674], [4.568707, 1.904586, -1.178132], [5.833180, 2.182689, 0.051068], [0.412691, 0.343152, -2.045199], [-3.738478, -4.720314, -2.438045], [1.552435, 2.909111, 3.474527], [-0.499625, -5.660838, -1.139289], [-3.012825, 1.640564, -0.537436], [-3.883896, -5.201634, -1.461349], [-1.440165, -6.968246, -1.874053], [-1.835945, 1.732339, 0.273993], [-4.490830, -4.529885, -0.838991], [-1.740161, 0.534906, 1.059008], [-0.520137, 1.404309, -2.301168], [1.389319, 2.519246, 0.162414], [-3.216782, -4.940385, 1.135978], [-3.363299, 2.383492, -1.248451], [-4.562825, 0.022211, -0.710019], [-3.653468, 0.392005, -0.247600], [-0.380058, 2.443264, -2.029286], [1.221568, 1.761116, 2.636437], [0.776642, 4.390385, -0.373942], [-0.934785, 0.307462, 1.747129], [2.561058, 3.276735, 3.243443], [0.495492, 1.980311, 5.096072], [1.533786, 3.337482, 5.573371], [-4.486311, -6.109541, -1.636815], [-2.034713, -1.293623, -3.662107], [-2.517322, 1.357929, -3.388134], [-2.597552, -5.502461, -0.821265], [3.452629, 1.566031, 1.357206], [-2.524341, -5.633208, 0.638761], [1.448691, 2.475172, 4.906288], [-1.451205, -5.358558, -2.608344], [1.811712, 1.311765, 1.195742], [2.931774, 4.428474, -0.109776], [-1.446901, -5.888570, -1.645955], [0.814776, 3.692274, 3.260544], [-1.362844, -0.572419, -3.204330], [-1.123086, 2.546625, 0.301661], [1.322987, 4.289591, 1.318003], [-0.071800, -0.840007, -2.672424], [5.183117, 1.427330, -0.400049], [5.020288, 0.231334, 1.368767], [-1.511903, -5.420479, 1.006685], [2.983236, 5.518908, -0.069076], [-1.637327, 0.831295, -3.028068], [4.356532, 0.685313, 0.621453], [3.172621, 4.128400, -1.132438], [3.676541, 4.030250, 0.581746], [-2.875152, -0.284407, 0.735665], [-3.078578, -1.270310, 1.128104], [-1.585097, 0.108876, -1.059162], [0.434204, -1.799125, -2.673737], [1.330434, 0.446248, -1.474991], [2.255569, 1.792214, 5.178887], [5.826477, 0.687108, -0.884989], [3.761264, -0.103575, 0.130145], [-1.321415, -2.256429, -0.556049]],
  "forces_ev_per_angstrom": [[0.04, 0.12, 0.05], [-0.34, 0.72, 0.47], [0.15, -0.17, 0.26], [-0.16, -0.13, 0.02], [-0.39, 0.03, -0.07], [-0.09, -0.13, 0.07], [0.20, 1.00, 0.76], [-0.08, -0.13, -0.07], [-1.07, 1.92, 1.41], [-0.51, 0.22, -0.28], [0.08, 0.12, -0.02], [-1.09, 1.31, 0.54], [-0.01, -0.15, -0.08], [-0.79, -0.28, 0.47], [0.25, 0.84, -2.02], [0.06, -2.91, 0.53], [0.04, -0.17, -0.01], [0.06, -0.16, 0.28], [0.22, 0.02, 0.05], [0.38, 0.19, -0.15], [-0.05, -0.18, -0.17], [0.52, -2.15, -2.94], [0.28, -0.26, 0.19], [-0.33, -0.06, 0.05], [-0.23, -0.23, -0.17], [0.01, 0.11, 0.01], [-0.08, 0.02, -0.18], [-0.01, 0.15, -0.02], [0.21, 0.18, 0.08], [0.35, -0.13, -0.04], [0.08, 0.34, 0.01], [-2.50, -1.39, -0.28], [0.06, 0.04, 0.63], [0.18, -0.27, 0.36], [0.01, -0.16, 0.07], [1.13, 6.43, 2.26], [0.18, -0.20, -0.15], [0.53, -0.08, -0.37], [0.13, -0.28, -0.10], [0.35, 0.29, -0.12], [-0.25, -0.08, 0.00], [0.02, -0.25, -0.44], [0.98, -0.44, -1.32], [-0.09, 0.35, -0.30], [-0.41, 0.05, -0.13], [-0.12, -0.12, 0.01], [-0.08, -0.04, 0.07], [0.77, 0.97, -1.25], [0.98, -0.73, -0.36], [0.00, -0.01, 0.12], [0.06, 0.08, -0.10], [-0.59, 0.50, 1.95], [-0.01, 0.22, -0.01], [1.07, -5.00, 0.39], [-0.23, 0.23, 0.06], [-0.16, -0.05, -0.35], [-0.07, -0.02, -0.10], [-0.05, 0.10, 0.04], [0.31, 0.24, 0.27], [0.10, -0.42, 0.10]],
  "nbo_charge": [0.23, -0.05, 0.22, 0.24, -0.16, 0.20, -0.06, 0.21, -0.29, -0.67, 0.23, -0.26, 0.20, -0.26, -0.31, -0.86, 0.20, 0.27, 0.29, -0.18, 0.27, -0.83, 0.21, 0.26, 0.20, 0.23, 0.26, 0.23, 0.29, 0.28, 0.09, -0.67, -0.67, -0.64, 0.20, 2.09, -0.65, -0.67, 0.20, -0.19, 0.26, 0.20, -0.21, -0.65, 0.23, 0.21, 0.27, -0.27, -0.08, 0.23, 0.22, -0.22, 0.29, 0.82, 0.28, 0.23, 0.23, 0.26, 0.19, -0.20]
}

=====

No. 2
{
  "formula": "C20H34CsN2O3",
  "method": "ωB97M-V/def2-TZVPD",
  "total_charge": 1,
  "largest_force_ev_per_a": 1.1,
  "lumo_ev": -2.308,
  "de_lowest_kcal_mol": 0.4,
  "total_energy_ev": -30959.2796,
  "symbols": ["H", "N", "C", "C", "H", "C", "H", "H", "H", "H", "C", "C", "H", "H", "H", "H", "H", "C", "H", "C", "C", "H", "H", "C", "H", "O", "H", "H", "H", "H", "C", "H", "H", "C", "H", "H", "H", "H", "H", "C", "O", "H", "Cs", "H", "C", "C", "H", "H", "C", "O", "H", "C", "C", "N", "H", "C", "H", "C", "C", "H"],
  "xyz": [[-4.098970, -0.875433, 2.401504], [-4.226726, -2.278039, 0.869118], [-4.994120, -3.387674, 0.328347], [2.805582, 0.007264, 3.044604], [-0.781836, -3.515190, -2.401795], [0.477775, -3.511018, -4.886230], [-1.619917, 3.258268, 2.275947], [-1.762008, -2.484503, -3.443983], [3.889090, -0.031688, 2.960900], [-0.501485, 4.659744, 0.433180], [0.264480, -1.769806, -3.140487], [2.880400, 1.746131, 1.221416], [-5.365469, -3.994083, 1.153958], [-3.450759, -2.477767, -1.738151], [2.762407, 3.127804, -1.524788], [-4.379782, -4.032277, -0.292509], [0.827775, 4.657946, -0.703382], [-3.133510, -1.766733, 0.283762], [2.965186, 4.592238, -0.588414], [1.036522, 1.777182, 2.794503], [-1.007532, -2.468134, -2.645896], [0.451821, 0.057067, 3.968224], [-5.747716, -1.188017, 1.817584], [-2.646184, -2.465636, -0.990734], [-4.925850, -2.390105, 2.831052], [-2.531705, -0.791026, 0.722782], [1.255695, -4.273301, -4.812119], [-0.811253, 1.251500, 3.782671], [2.353068, -0.819827, -4.103493], [4.212505, 1.211926, -0.400310], [0.585246, 4.652837, 0.357716], [-0.659732, 4.681784, 2.607925], [2.575829, 0.024560, 4.107928], [-4.782696, -1.640927, 2.051840], [-5.849510, -3.033280, -0.250809], [4.170899, 3.332803, -0.506071], [-2.405169, -3.514067, -0.767410], [2.019395, -1.442209, -5.734813], [2.945934, -2.426155, -4.585192], [2.129709, -1.708303, -4.682990], [-1.510236, -1.809746, -1.505817], [0.302888, -3.295806, -5.941297], [-0.183023, 0.388728, -0.228649], [-0.436542, -3.914028, -4.465992], [1.185081, 3.470825, 1.071008], [-0.690818, 3.602816, 2.744424], [-0.796346, 3.422265, 3.811594], [0.930071, 5.608729, 0.761871], [0.263520, 1.127576, 3.911238], [0.667499, -0.762966, -2.562807], [0.506021, 1.538810, 4.895578], [2.224048, 1.198668, 2.329900], [4.118393, 1.085299, 0.676530], [0.896011, -2.303483, -4.195967], [5.034551, 1.487306, 1.118999], [2.367823, 2.891312, 0.603416], [4.125800, 0.013631, 0.867064], [3.100187, 3.513615, -0.556518], [0.536650, 2.933188, 2.186352], [2.431053, -0.950613, 2.663710]],
  "forces_ev_per_angstrom": [[-0.02, 0.00, 0.00], [0.01, -0.14, -0.07], [0.00, -0.03, 0.03], [0.11, -0.26, 0.15], [0.04, 0.05, 0.01], [-0.02, 0.01, -0.01], [0.05, -0.05, -0.04], [0.03, 0.07, 0.01], [0.00, 0.07, -0.01], [0.01, -0.03, 0.01], [-0.06, 0.11, 0.18], [-0.11, -0.04, 0.00], [-0.01, 0.03, -0.01], [0.01, 0.04, 0.03], [-0.04, -0.04, 0.04], [-0.03, 0.00, -0.03], [0.02, -0.05, 0.01], [0.13, 0.06, -0.13], [-0.01, 0.01, 0.06], [0.01, -0.05, -0.11], [-0.06, -0.29, -0.16], [0.01, 0.00, -0.05], [0.00, 0.01, 0.01], [-0.15, -0.22, -0.08], [0.00, 0.02, 0.01], [-0.17, -0.17, 0.00], [0.00, 0.01, -0.01], [0.01, 0.01, -0.05], [0.01, 0.00, -0.01], [-0.07, 0.02, -0.01], [-0.13, 0.21, -0.13], [0.06, 0.00, 0.00], [0.00, 0.06, 0.00], [-0.01, 0.02, 0.04], [0.00, -0.02, -0.02], [0.01, 0.00, 0.06], [0.02, 0.05, 0.04], [0.01, 0.00, 0.00], [0.01, 0.02, -0.01], [0.02, 0.03, -0.02], [-0.02, -0.03, -0.01], [0.01, 0.00, 0.00], [0.43, 0.86, 0.58], [-0.01, -0.03, -0.03], [-0.05, -0.05, 0.00], [-0.22, 0.13, 0.09], [0.04, 0.01, 0.01], [0.05, -0.03, 0.05], [-0.14, -0.13, 0.24], [0.03, -0.24, -0.32], [0.07, 0.06, -0.04], [-0.04, 0.05, 0.01], [0.23, -0.15, -0.09], [-0.12, -0.15, 0.03], [-0.04, 0.05, 0.04], [0.03, 0.00, -0.06], [-0.05, 0.01, 0.00], [0.12, 0.11, -0.20], [0.01, -0.07, 0.02], [-0.04, 0.07, -0.05]],
  "lowdin_charge": [0.09, -0.14, -0.03, -0.04, 0.14, -0.02, 0.10, 0.15, 0.08, 0.08, -0.42, -0.21, 0.10, 0.15, 0.10, 0.08, 0.07, -0.43, 0.08, -0.23, -0.12, 0.07, 0.10, -0.12, 0.10, -0.14, 0.10, 0.08, 0.09, 0.08, -0.04, 0.08, 0.08, -0.01, 0.11, 0.08, 0.14, 0.10, 0.10, -0.01, -0.26, 0.10, 1.35, 0.08, -0.22, -0.04, 0.08, 0.10, -0.04, -0.16, 0.10, -0.22, -0.04, -0.14, 0.10, -0.21, 0.07, -0.04, -0.23, 0.09]
}